A structure of composition C27H21Br2F2N2O5S2Sn in a non-equilibrium geometry. Source: the Open Molecules 2025 dataset; level of theory: wB97M-V/def2-TZVPD.

```
! RIJCOSX wB97M-V def2-TZVPD def2/J DEFGRID3
* xyz -1 1
H -1.37662 1.90965 6.09040
H 3.20038 3.66323 2.88566
C -0.80317 -4.76126 -2.28009
H 8.31637 -1.46150 -3.92808
H 3.02029 -1.12999 -3.12414
N 0.72046 -1.95825 -2.41346
C 1.54566 1.33931 1.07292
C 2.45171 2.93202 2.60322
H 1.63421 0.81442 0.13099
C 0.47490 1.09143 1.88771
C -0.57474 1.44336 4.18725
C 2.55240 2.25385 1.42869
H 3.99376 2.53033 -3.45372
C 7.42416 -0.86714 -3.77796
C 2.29947 -0.38670 -2.77960
S -3.24063 -2.02946 1.31804
O -2.85317 -1.83786 -3.05871
S -3.20277 -0.03825 0.64364
H -3.99343 -3.81736 -4.19885
C -2.38710 -3.09669 -3.00182
C -1.22074 -3.43793 -2.30694
H 2.09068 4.12227 4.92944
H 0.78869 -2.96640 1.40219
C 5.97677 0.92752 -4.45407
O -3.67306 -2.85672 0.22926
H 7.76464 0.37893 -5.49254
C 0.38198 1.71165 3.16650
H 3.38925 2.41002 0.75892
C 6.58050 -1.13306 -2.70982
N 1.13890 -0.71921 -2.34546
C 1.06148 -1.92607 1.20661
C -0.41662 -2.39893 -1.54899
C 5.10616 0.65734 -3.39439
C 1.38373 2.68698 3.49462
O -4.05104 -2.03145 2.50821
O -1.78430 -2.27477 1.64913
C -0.61386 2.14346 5.36067
C -2.64196 -5.40573 -3.66332
H 4.79828 -0.57823 -1.66219
C 7.11741 0.16776 -4.65034
C 1.32242 3.38651 4.72091
H -3.20753 -6.16852 -4.18443
C -1.49427 -5.74943 -2.96222
C 5.43474 -0.37762 -2.51462
H -2.39082 -1.32406 -2.35942
H 6.81187 -1.93627 -2.02154
C -3.08306 -4.09601 -3.68342
H 0.02850 -2.91716 -0.67930
H 1.37462 -2.69209 -2.67125
H -1.15843 -6.77780 -2.92324
Br -1.80751 -0.00025 4.01980
C 3.89467 1.47331 -3.23974
Sn -0.78819 -0.51929 0.78203
H 0.08284 -5.02076 -1.70900
F 2.08832 -1.91661 0.28219
F 1.60629 -1.42822 2.36681
H 0.27692 3.69652 6.55288
C 2.68239 1.00198 -2.91305
H 5.73090 1.72523 -5.14500
C 0.33239 3.14495 5.62342
Br 1.25988 2.26877 -2.75360
O -1.14960 -1.32306 -1.15354
*
```

Calculated values
HOMO-LUMO gap   7.88 eV
E_HOMO   -0.20647 Eh
Energy relative to the best compared isomer or geometry (same formula, charge and spin)   1.302 eV
LUMO energy   2.3 eV
Molar mass   834.12 g/mol
Electronic energy   -7885.6787 Ha